Entry 1:
Density functional theory data (ωB97M-V with the def2-TZVPD basis set) for a gas-phase ion, C5H10N (charge +1).

The HOMO energy is -14.154 eV. The net charge is +1. Its spin multiplicity is 1. The value obtained for the frontier orbital gap is 6.880 eV. The value obtained for the energy above the lowest of the compared OMol25 structures with the same formula, charge and spin is 93.99 kcal per mole.

Cartesian coordinates (Å):
C: 2.276 -1.014 -0.367
N: 1.151 -1.128 0.332
C: -0.171 -0.673 0.137
C: -0.925 -0.898 1.231
C: -0.559 0.360 -0.892
C: -1.295 1.605 -0.362
H: 2.719 -0.038 -0.604
H: 3.003 -1.826 -0.355
H: 1.414 -0.985 1.327
H: -1.854 -0.354 1.320
H: -0.713 -1.644 1.986
H: 0.298 0.718 -1.459
H: -1.216 -0.149 -1.604
H: -0.472 2.303 -0.163
H: -1.812 1.558 0.585
H: -1.843 2.165 -1.113

---

Entry 2:
Density functional theory data (ωB97M-V with the def2-TZVPD basis set) for a molecular structure, C44H52FeN6OS3.

The HOMO energy (spin up / spin down) is -4.194 / -4.192 eV. The net charge is -1. Its spin multiplicity is 2. The value obtained for the frontier orbital gap (spin up / spin down) is 5.722 / 5.129 eV. Its expectation value of S² is 0.777.

Cartesian coordinates (Å):
Fe: -0.318 0.440 0.591
C: 4.262 -0.561 4.958
C: 3.545 -1.602 4.093
C: 2.204 -1.127 3.638
C: 0.991 -1.350 4.222
C: 0.698 -2.086 5.487
C: 0.580 -1.112 6.660
C: -0.001 -0.713 3.388
N: 0.603 -0.145 2.302
C: 1.950 -0.357 2.443
C: 2.923 0.143 1.608
C: 2.694 0.811 0.400
C: 3.714 1.262 -0.488
C: 5.188 1.211 -0.262
C: 5.733 2.576 0.174
C: 3.071 1.733 -1.617
C: 1.674 1.568 -1.386
C: 0.685 1.838 -2.337
C: -0.671 1.696 -2.151
N: -1.268 1.351 -0.971
C: -2.617 1.368 -1.193
C: -3.581 1.121 -0.241
C: -3.342 0.685 1.068
N: -2.113 0.370 1.582
C: -2.334 -0.094 2.850
C: -1.348 -0.647 3.677
C: -3.719 -0.024 3.169
C: -4.356 0.451 2.036
C: -5.820 0.649 1.815
C: -6.237 2.121 1.847
C: -4.348 -0.427 4.463
C: -4.681 -1.920 4.480
C: -2.885 1.717 -2.569
C: -1.675 1.910 -3.167
C: -1.398 2.261 -4.591
C: -1.192 3.766 -4.776
C: -4.234 1.704 -3.210
C: -4.635 0.268 -3.563
N: 1.456 1.032 -0.148
C: 3.686 2.336 -2.834
C: 3.509 3.856 -2.831
H: 5.260 -0.907 5.224
H: 3.707 -0.389 5.877
H: 4.345 0.384 4.424
H: 3.427 -2.521 4.674
H: 4.160 -1.833 3.222
H: 1.501 -2.800 5.691
H: -0.236 -2.646 5.386
H: 1.513 -0.568 6.787
H: 0.354 -1.639 7.585
H: -0.208 -0.391 6.460
H: 3.954 -0.030 1.877
H: 5.676 0.901 -1.190
H: 5.428 0.468 0.501
H: 5.572 3.312 -0.610
H: 6.802 2.518 0.376
H: 5.223 2.919 1.073
H: 1.027 2.138 -3.315
H: -4.611 1.261 -0.528
H: -1.677 -1.059 4.619
H: -6.382 0.106 2.578
H: -6.095 0.230 0.843
H: -6.014 2.564 2.815
H: -7.307 2.215 1.658
H: -5.698 2.682 1.089
H: -5.267 0.147 4.608
H: -3.679 -0.195 5.295
H: -5.346 -2.160 3.654
H: -5.169 -2.201 5.413
H: -3.771 -2.506 4.367
H: -2.234 1.934 -5.213
H: -0.509 1.724 -4.928
H: -2.079 4.310 -4.458
H: -0.995 4.005 -5.821
H: -0.353 4.110 -4.177
H: -4.219 2.307 -4.119
H: -4.983 2.132 -2.538
H: -3.910 -0.165 -4.249
H: -5.620 0.240 -4.028
H: -4.651 -0.343 -2.663
H: 3.223 1.925 -3.734
H: 4.747 2.081 -2.867
H: 2.452 4.109 -2.839
H: 3.986 4.302 -3.702
H: 3.951 4.287 -1.936
S: 0.637 -1.333 -3.115
C: 2.179 -1.688 -2.579
S: 2.652 -1.907 -0.981
C: 3.229 -1.949 -3.551
C: 3.088 -3.016 -4.419
N: 2.957 -3.949 -5.089
C: 4.395 -1.209 -3.566
N: 5.351 -0.561 -3.626
O: -0.569 -1.610 -0.187
S: -1.413 -2.675 -0.774
C: -1.788 -3.780 0.675
C: -0.787 -4.923 0.658
C: -0.587 -5.258 -0.817
C: -0.262 -3.938 -1.482
H: -2.805 -4.144 0.547
H: -1.728 -3.148 1.559
H: -1.155 -5.782 1.221
H: 0.163 -4.605 1.096
H: -1.512 -5.670 -1.232
H: 0.217 -5.979 -0.969
H: -0.375 -3.949 -2.563
H: 0.740 -3.591 -1.231

---

Entry 3:
Density functional theory data (ωB97M-V with the def2-TZVPD basis set) for 2 unconnected molecules or ions with the total composition C6H12O.

The HOMO energy is -9.741 eV. Its spin multiplicity is 1. The value obtained for the frontier orbital gap is 10.794 eV. The value obtained for the energy above the lowest of the compared OMol25 structures with the same formula, charge and spin is 53.08 kcal per mole.

Cartesian coordinates (Å):
C: -1.828 0.429 -3.266
C: -0.654 0.032 -2.784
C: 0.291 0.866 -1.967
O: 0.756 0.135 -0.846
H: -2.627 -0.257 -3.512
H: -2.083 1.485 -3.316
H: -0.394 -1.023 -2.841
H: 1.166 1.202 -2.532
H: -0.229 1.780 -1.662
H: 0.167 0.307 -0.111
C: 0.197 0.591 3.194
C: 0.020 -0.519 2.484
C: 1.166 -1.391 2.027
H: -0.645 1.111 3.635
H: 1.192 0.950 3.426
H: -0.975 -0.936 2.358
H: 0.991 -1.839 1.049
H: 2.079 -0.808 1.860
H: 1.412 -2.115 2.804

---

Entry 4:
Density functional theory data (ωB97M-V with the def2-TZVPD basis set) for 2 unconnected molecules or ions with the total composition C14H20N2O.

The HOMO energy is -7.883 eV. Its spin multiplicity is 1. The value obtained for the frontier orbital gap is 8.716 eV. The value obtained for the energy above the lowest of the compared OMol25 structures with the same formula, charge and spin is 66.26 kcal per mole.

Cartesian coordinates (Å):
C: 1.690 -1.659 -0.294
C: 0.385 -2.276 -0.708
C: -0.174 -2.564 -1.917
N: -1.421 -3.181 -1.732
C: -1.502 -3.488 -0.386
C: -2.556 -4.197 0.209
C: -2.588 -4.080 1.582
C: -1.581 -3.466 2.312
C: -0.498 -2.795 1.750
C: -0.530 -2.769 0.320
H: 1.612 -1.222 0.732
H: 2.109 -0.772 -0.748
H: 2.431 -2.419 -0.177
H: 0.057 -2.384 -2.975
H: -1.990 -3.431 -2.522
H: -3.257 -4.861 -0.233
H: -3.398 -4.613 2.150
H: -1.603 -3.398 3.429
H: 0.275 -2.296 2.353
C: 1.561 2.030 -1.813
C: 1.677 3.165 -0.807
N: 0.501 2.889 0.161
C: 0.698 1.585 0.874
C: -0.186 3.922 0.858
C: -0.395 5.184 0.146
O: -0.500 3.579 1.987
H: 2.195 2.436 -2.674
H: 0.431 2.003 -1.949
H: 1.868 1.082 -1.464
H: 2.507 3.188 -0.194
H: 1.661 4.168 -1.122
H: 0.301 0.902 0.137
H: 1.706 1.347 1.045
H: 0.074 1.609 1.837
H: -0.464 5.127 -0.939
H: -1.320 5.603 0.431
H: 0.224 6.051 0.341

---

Entry 5:
Density functional theory data (ωB97M-V with the def2-TZVPD basis set) for 20 unconnected molecules or ions with the total composition C28H38Cl57NO5P.

The HOMO energy is -5.818 eV. The net charge is -1. Its spin multiplicity is 1. The value obtained for the frontier orbital gap is 7.006 eV.

Cartesian coordinates (Å):
C: 0.758 -3.934 1.602
C: -0.387 -3.034 1.184
O: -0.265 -2.603 -0.188
P: -0.315 -1.041 -0.503
O: 0.066 -0.811 -1.913
C: -1.968 -0.352 -0.235
C: -2.511 -0.170 1.207
C: -4.012 -0.507 1.310
N: -4.224 -1.935 1.549
C: -5.313 -2.258 2.505
C: -6.583 -2.648 1.727
O: -6.642 -3.835 1.348
O: -7.416 -1.747 1.494
O: 0.764 -0.434 0.523
C: 0.633 0.936 0.950
C: 0.379 1.010 2.461
H: 0.768 -4.879 1.055
H: 1.728 -3.431 1.552
H: 0.588 -4.163 2.660
H: -0.428 -2.191 1.877
H: -1.300 -3.630 1.263
H: -2.662 -0.933 -0.849
H: -1.917 0.635 -0.707
H: -1.968 -0.768 1.939
H: -2.435 0.896 1.448
H: -4.478 -0.191 0.366
H: -4.466 0.110 2.090
H: -4.517 -2.327 0.661
H: -4.979 -3.093 3.120
H: -5.564 -1.412 3.147
H: -0.087 1.491 0.357
H: 1.606 1.394 0.763
H: 0.429 -0.008 2.857
H: 1.174 1.575 2.949
H: -0.601 1.402 2.728
C: 2.441 -6.394 3.975
Cl: 3.779 -5.447 3.337
Cl: 3.012 -7.646 5.082
Cl: 1.231 -5.372 4.761
H: 1.959 -6.877 3.136
C: 1.064 5.020 1.355
Cl: -0.090 3.955 0.522
Cl: 2.563 4.162 1.710
Cl: 1.390 6.453 0.387
H: 0.626 5.332 2.294
C: 3.586 2.155 -2.316
Cl: 4.889 3.179 -2.952
Cl: 4.221 0.951 -1.204
Cl: 2.367 3.136 -1.528
H: 3.119 1.644 -3.150
C: 4.325 -2.581 7.233
Cl: 3.243 -3.645 6.339
Cl: 5.807 -3.429 7.689
Cl: 4.700 -1.134 6.293
H: 3.826 -2.271 8.140
C: -1.832 8.858 2.502
Cl: -2.552 8.764 4.107
Cl: -0.421 9.921 2.503
Cl: -1.407 7.257 1.906
H: -2.567 9.277 1.827
C: -4.500 4.999 -0.741
Cl: -5.187 3.424 -0.366
Cl: -5.310 6.281 0.169
Cl: -2.776 4.967 -0.390
H: -4.643 5.191 -1.797
C: -4.191 -5.626 0.652
Cl: -2.813 -4.848 -0.138
Cl: -4.888 -6.857 -0.400
Cl: -3.682 -6.336 2.194
H: -4.969 -4.884 0.856
C: -3.478 -2.768 6.412
Cl: -4.595 -3.886 5.644
Cl: -1.926 -3.553 6.742
Cl: -3.242 -1.327 5.421
H: -3.901 -2.459 7.358
C: 0.026 6.552 -3.706
Cl: -0.817 5.086 -3.207
Cl: -0.656 7.981 -2.918
Cl: 1.753 6.415 -3.392
H: -0.108 6.660 -4.773
C: 6.899 2.451 -6.315
Cl: 6.914 0.721 -6.646
Cl: 8.482 3.167 -6.652
Cl: 5.638 3.260 -7.241
H: 6.687 2.588 -5.264
C: 12.536 3.793 -6.522
Cl: 13.151 3.349 -8.116
Cl: 12.796 2.483 -5.371
Cl: 13.282 5.286 -5.956
H: 11.470 3.959 -6.605
C: -7.385 -8.678 -2.805
Cl: -8.538 -9.761 -3.597
Cl: -5.859 -9.507 -2.496
Cl: -7.127 -7.226 -3.765
H: -7.803 -8.381 -1.852
C: -9.048 -0.913 -0.861
Cl: -7.899 -1.409 -2.084
Cl: -8.768 0.743 -0.318
Cl: -10.729 -1.067 -1.400
H: -8.898 -1.568 -0.010
C: -9.426 -1.204 3.118
Cl: -10.398 -1.939 1.850
Cl: -10.172 0.297 3.693
Cl: -9.174 -2.326 4.455
H: -8.457 -0.968 2.688
C: 6.697 -2.785 1.232
Cl: 5.524 -1.872 0.291
Cl: 8.014 -1.744 1.785
Cl: 5.916 -3.592 2.591
H: 7.120 -3.548 0.592
C: 3.925 -4.175 -2.651
Cl: 2.701 -3.067 -2.047
Cl: 5.098 -3.332 -3.671
Cl: 4.748 -5.002 -1.319
H: 3.436 -4.927 -3.255
C: 1.861 4.587 -7.438
Cl: 0.456 5.644 -7.255
Cl: 3.084 5.369 -8.447
Cl: 2.534 4.127 -5.878
H: 1.532 3.690 -7.944
C: -6.327 5.408 4.869
Cl: -5.752 5.375 3.204
Cl: -5.799 3.975 5.750
Cl: -5.804 6.879 5.697
H: -7.409 5.409 4.849
C: 15.467 -0.226 -6.886
Cl: 16.889 0.399 -7.722
Cl: 14.676 -1.479 -7.842
Cl: 15.895 -0.833 -5.285
H: 14.767 0.590 -6.758

---

Entry 6:
Density functional theory data (ωB97M-V with the def2-TZVPD basis set) for a molecular structure, C2H3CuLiO2.

The HOMO energy (spin up / spin down) is -5.210 / -8.007 eV. Its spin multiplicity is 2. The value obtained for the frontier orbital gap (spin up / spin down) is 4.449 / 7.250 eV. The value obtained for the energy above the lowest of the compared OMol25 structures with the same formula, charge and spin is 0.00 kcal per mole. Its expectation value of S² is 0.752.

Cartesian coordinates (Å):
H: -0.819 2.622 0.096
O: 0.034 2.532 0.542
C: 0.350 1.193 0.776
C: -0.489 0.254 -0.062
O: 0.260 -0.871 -0.433
Li: 1.808 -0.184 0.322
Cu: -0.068 -2.732 -1.426
H: -0.922 0.752 -0.970
H: -1.391 -0.045 0.534

---

Entry 7:
Density functional theory data (ωB97M-V with the def2-TZVPD basis set) for a molecular structure, C39H34ClIrN3SSi2.

The HOMO energy (spin up / spin down) is -9.066 / -10.742 eV. The net charge is +1. Its spin multiplicity is 5. The value obtained for the frontier orbital gap (spin up / spin down) is 6.532 / 5.056 eV. The value obtained for the energy above the lowest of the compared OMol25 structures with the same formula, charge and spin is 111.62 kcal per mole. Its expectation value of S² is 6.035.

Cartesian coordinates (Å):
C: 1.165 0.738 -1.205
C: 1.891 -0.208 -1.991
C: 0.950 -0.736 -3.018
H: 2.978 -0.220 -2.043
C: -0.404 -0.350 -2.497
C: -0.206 0.648 -1.517
H: -0.983 1.304 -1.135
H: 1.592 1.473 -0.535
H: 1.183 -0.934 -4.069
H: -1.373 -0.633 -2.937
Ir: 0.915 -2.283 -1.860
Si: 0.695 -4.502 -1.873
C: 1.424 -6.245 -1.419
C: 0.727 -7.296 -0.803
H: -0.237 -7.131 -0.318
C: 1.217 -8.604 -0.827
H: 0.618 -9.393 -0.383
C: 2.438 -8.874 -1.438
H: 2.805 -9.901 -1.483
C: 3.176 -7.819 -1.985
H: 4.133 -8.020 -2.463
C: 2.689 -6.506 -1.954
H: 3.278 -5.692 -2.381
C: -0.410 -5.430 -3.183
C: -0.127 -5.179 -4.519
H: 0.760 -4.593 -4.785
C: -0.972 -5.714 -5.491
H: -0.750 -5.522 -6.539
C: -2.070 -6.490 -5.118
H: -2.763 -6.854 -5.871
C: -2.294 -6.804 -3.777
H: -3.119 -7.438 -3.461
C: -1.431 -6.299 -2.805
H: -1.546 -6.594 -1.755
H: 1.730 -3.422 -2.775
Si: -3.493 -4.428 -0.695
C: -3.893 -3.682 -2.333
C: -2.901 -3.380 -3.254
H: -1.869 -3.690 -3.047
C: -3.191 -2.811 -4.492
H: -2.386 -2.631 -5.207
C: -4.504 -2.475 -4.814
H: -4.737 -1.994 -5.770
C: -5.522 -2.728 -3.870
H: -6.555 -2.436 -4.104
C: -5.219 -3.334 -2.644
H: -6.020 -3.534 -1.931
C: -1.654 -4.473 -0.289
C: -0.596 -3.571 -0.784
H: -0.975 -2.617 -1.205
C: 0.718 -3.535 -0.149
H: 1.559 -2.735 -0.386
C: 0.891 -4.154 1.107
H: 1.780 -3.880 1.671
C: -0.011 -5.138 1.423
H: 0.229 -5.814 2.247
C: -1.241 -5.268 0.777
H: -1.927 -6.040 1.153
H: -4.111 -3.685 0.293
Cl: -4.320 -6.284 -0.596
N: 0.056 -0.025 2.812
C: 1.426 0.026 2.927
C: 2.255 0.640 3.866
C: 3.615 0.753 3.536
C: 4.097 0.320 2.295
C: 3.247 -0.302 1.356
C: 1.911 -0.496 1.701
N: 0.854 -0.938 0.943
C: -0.258 -0.562 1.606
C: -1.613 -0.496 1.086
C: -2.537 0.449 1.546
S: -4.020 0.322 0.689
C: -3.301 -0.937 -0.283
N: -2.073 -1.271 0.044
H: -0.626 0.340 3.481
H: 1.806 0.983 4.795
H: 4.302 1.190 4.264
H: 5.150 0.453 2.058
H: 3.577 -0.588 0.362
H: -2.333 1.187 2.317
H: -3.884 -1.431 -1.064

---

Entry 8:
Density functional theory data (ωB97M-V with the def2-TZVPD basis set) for a single C18H18ClN5O2 molecule.

The HOMO energy is -8.197 eV. Its spin multiplicity is 1. The value obtained for the frontier orbital gap is 8.814 eV. The value obtained for the energy above the lowest of the compared OMol25 structures with the same formula, charge and spin is 40.95 kcal per mole.

Cartesian coordinates (Å):
C: 2.232 2.414 -1.156
O: 0.863 2.223 -1.427
C: 0.498 1.202 -2.247
C: 1.377 0.339 -2.891
C: 0.884 -0.702 -3.659
C: -0.479 -0.900 -3.816
C: -1.013 -2.145 -4.472
C: -0.877 -3.333 -3.490
N: -1.182 -2.876 -2.170
N: -2.392 -2.730 -1.693
N: -2.292 -2.084 -0.588
C: -0.979 -1.822 -0.408
C: -0.430 -1.008 0.650
C: 0.931 -0.712 0.672
C: 1.447 0.140 1.624
C: 0.617 0.726 2.579
N: 1.076 1.608 3.548
C: 2.312 2.180 3.675
C: 2.381 3.114 4.863
O: 3.243 1.972 2.933
C: -0.746 0.399 2.558
Cl: -1.809 1.091 3.748
C: -1.271 -0.451 1.610
N: -0.263 -2.334 -1.406
C: -1.352 -0.002 -3.207
C: -0.874 1.033 -2.434
H: 2.681 1.523 -0.709
H: 2.281 3.233 -0.440
H: 2.784 2.691 -2.061
H: 2.444 0.451 -2.786
H: 1.579 -1.383 -4.129
H: -2.067 -2.007 -4.718
H: -0.466 -2.381 -5.385
H: -1.561 -4.141 -3.751
H: 0.152 -3.695 -3.470
H: 1.570 -1.155 -0.075
H: 2.498 0.377 1.643
H: 0.357 1.896 4.203
H: 2.156 2.573 5.780
H: 1.661 3.922 4.748
H: 3.381 3.533 4.931
H: -2.324 -0.683 1.590
H: -2.419 -0.134 -3.317
H: -1.548 1.715 -1.941

---

Entry 9:
Density functional theory data (ωB97M-V with the def2-TZVPD basis set) for a molecular structure, C17H30F3MoNO3P2.

The HOMO energy (spin up / spin down) is -6.602 / -8.166 eV. Its spin multiplicity is 3. The value obtained for the frontier orbital gap (spin up / spin down) is 6.322 / 7.670 eV. The value obtained for the energy above the lowest of the compared OMol25 structures with the same formula, charge and spin is 0.00 kcal per mole. Its expectation value of S² is 2.047.

Cartesian coordinates (Å):
Mo: -0.166 0.571 0.345
P: -1.290 1.769 -1.433
P: 1.008 -1.410 1.696
N: 1.438 1.352 0.225
H: 0.109 -0.028 -1.062
C: -1.723 3.481 -0.953
H: -2.291 3.935 -1.780
H: -0.802 4.050 -0.760
H: -2.342 3.453 -0.045
C: -2.866 1.167 -2.116
H: -3.252 1.937 -2.795
H: -3.581 1.005 -1.302
H: -2.702 0.221 -2.646
C: -0.323 2.077 -2.952
H: -0.934 2.664 -3.646
H: -0.074 1.117 -3.418
H: 0.599 2.626 -2.732
C: 1.612 -0.935 3.358
H: 2.219 -1.755 3.772
H: 0.740 -0.746 3.996
H: 2.223 -0.027 3.280
C: 0.194 -2.992 2.091
H: 0.866 -3.584 2.728
H: -0.019 -3.545 1.169
H: -0.734 -2.779 2.633
C: 2.581 -2.023 0.972
H: 3.008 -2.784 1.646
H: 3.289 -1.192 0.858
H: 2.359 -2.456 -0.013
C: 2.594 1.378 -0.501
C: 4.615 2.565 -1.057
C: 3.486 2.439 -0.265
C: 2.855 0.407 -1.507
C: 3.997 0.551 -2.290
C: 4.883 1.607 -2.054
H: 5.277 3.413 -0.902
H: 3.193 3.133 0.523
H: 2.134 -0.414 -1.656
H: 4.182 -0.166 -3.101
H: 5.787 1.698 -2.657
C: -2.822 -0.335 3.072
O: -1.858 -0.784 3.701
C: -3.186 1.124 3.071
H: -4.251 1.281 3.264
H: -2.975 1.546 2.080
H: -2.602 1.639 3.832
C: -3.675 -1.218 2.197
H: -3.821 -2.181 2.699
H: -3.163 -1.380 1.233
H: -4.650 -0.756 2.002
F: -2.215 -4.261 -1.306
C: -1.535 -3.428 -2.149
F: -0.615 -4.168 -2.811
F: -2.433 -2.968 -3.074
C: -0.907 -2.242 -1.343
O: -1.782 -1.557 -0.733
O: 0.343 -2.096 -1.384